{"formula": "C3H6ClN3", "method": "ωB97M-V/def2-TZVPD", "energy_ev": -20198.2176, "homo_ev": -8.72, "gap_ev": 9.5, "total_charge": 0, "e_above_lowest_kj_mol": 242.6, "smiles": "[H]/N=C1/NNC[C@H]1Cl", "symbols": ["H", "N", "C", "N", "N", "C", "C", "Cl", "H", "H", "H", "H", "H"], "xyz": [[1.2637, 2.6902, 0.1573], [0.3883, 2.2652, -0.1714], [0.0621, 1.1080, 0.1428], [-1.2020, 0.6178, -0.2251], [-0.9191, -0.7388, -0.7588], [-0.2118, -1.3495, 0.2968], [0.7719, -0.1205, 0.7756], [2.2055, -0.2355, -0.4924], [-1.3649, 1.1013, -1.2255], [-1.8096, -1.2977, -1.0919], [0.3288, -2.1928, -0.2310], [-0.7899, -1.7771, 1.1794], [1.2770, -0.0707, 1.6443]], "forces_ev_per_a": [[-0.348, -0.891, -0.026], [0.395, 1.516, 0.224], [-0.137, -1.387, 1.136], [-1.291, 0.714, -5.043], [-2.336, -0.382, -0.708], [1.894, -1.087, 1.497], [-1.147, -1.203, -6.396], [-0.326, -0.150, 0.989], [-0.137, -0.563, 3.270], [2.057, 1.856, 1.432], [-0.058, 0.797, 1.332], [0.403, 0.773, -0.863], [1.031, 0.007, 3.156]], "nbo_charge": [0.367, -0.662, 0.409, -0.475, -0.501, -0.243, -0.174, -0.132, 0.388, 0.382, 0.229, 0.184, 0.227]}